Density functional theory data (wB97M-V/def2-TZVPD) for C27H63BaN9O9 as an isolated structure.

Properties
- Gap between HOMO and LUMO: 0.3560 Eh
- ΔE to the lowest compared entry with this formula, charge and spin: 0.0 kcal/mol
- Total charge: +2
- HOMO energy: -13.3104 eV

Structure (XYZ):
```
109
C27H63BaN9O9 (wB97M-V/def2-TZVPD)
Ba 11.819 10.786 11.409
C 12.736 9.828 19.388
C 11.762 9.906 18.284
O 11.368 8.909 17.691
N 11.422 11.163 17.868
C 10.378 11.467 16.880
H 12.152 9.716 20.323
H 13.292 10.762 19.520
H 13.318 8.919 19.219
H 11.710 11.914 18.448
H 10.113 12.515 16.976
H 9.543 10.815 17.110
H 10.700 11.218 15.854
C 8.277 9.569 14.070
C 8.620 9.229 12.645
O 9.768 9.216 12.223
N 7.622 8.768 11.853
C 7.935 8.143 10.573
H 8.439 10.637 14.138
H 8.935 9.047 14.771
H 7.200 9.381 14.211
H 6.688 8.724 12.199
H 8.407 8.842 9.893
H 7.015 7.811 10.091
H 8.593 7.266 10.688
C 8.150 13.615 12.604
C 9.598 13.708 12.302
O 10.355 12.763 12.589
N 10.074 14.885 11.764
C 11.473 15.103 11.497
H 7.510 13.735 11.735
H 7.785 14.323 13.331
H 7.938 12.624 13.012
H 9.448 15.664 11.653
H 11.648 15.760 10.681
H 11.987 14.179 11.282
H 11.949 15.482 12.388
C 12.095 7.707 14.975
C 13.143 8.150 13.976
O 12.884 8.946 13.083
N 14.370 7.598 14.128
C 15.454 7.831 13.196
H 11.624 8.518 15.515
H 12.367 6.861 15.603
H 11.325 7.266 14.327
H 14.481 6.947 14.870
H 15.946 6.933 12.864
H 16.172 8.466 13.684
H 15.061 8.385 12.337
C 16.715 10.288 10.722
C 15.501 9.738 10.044
O 14.387 9.898 10.513
N 15.739 9.079 8.877
C 14.734 8.425 8.138
H 17.657 9.779 10.563
H 16.553 10.336 11.806
H 16.892 11.325 10.368
H 16.678 9.048 8.572
H 14.221 9.192 7.519
H 13.952 7.993 8.771
H 15.068 7.652 7.462
C 14.871 11.894 14.591
C 14.497 12.689 13.371
O 13.503 12.407 12.716
N 15.325 13.714 13.035
C 16.441 14.294 13.735
H 15.970 11.855 14.763
H 14.510 10.855 14.536
H 14.412 12.300 15.487
H 14.938 14.279 12.305
H 16.751 15.170 13.182
H 17.260 13.601 13.893
H 16.126 14.647 14.709
C 14.498 12.786 8.464
C 12.999 13.067 8.525
O 12.262 12.295 9.163
N 12.509 14.130 7.834
C 11.044 14.348 7.840
H 15.074 13.551 7.927
H 14.590 11.824 7.961
H 14.786 12.696 9.525
H 13.072 14.726 7.236
H 10.681 14.338 6.806
H 10.864 15.367 8.201
H 10.448 13.701 8.471
C 9.684 10.888 7.559
C 8.893 11.146 8.803
O 9.430 11.294 9.891
N 7.536 11.131 8.714
C 6.649 11.472 9.824
H 9.318 11.498 6.706
H 9.473 9.872 7.307
H 10.757 11.020 7.752
H 7.122 11.051 7.802
H 5.662 11.032 9.655
H 6.549 12.556 9.943
H 7.087 11.105 10.722
C 10.683 7.278 7.656
C 11.342 7.410 9.033
O 11.511 8.550 9.465
N 11.684 6.266 9.717
C 12.277 6.320 11.035
H 9.836 7.981 7.619
H 10.333 6.282 7.417
H 11.449 7.563 6.929
H 11.343 5.416 9.333
H 13.156 6.954 11.036
H 12.541 5.319 11.324
H 11.569 6.732 11.771
```

Here are the Löwdin charges for atoms 1 to 5, given in e:
1. Ba 2.023
2. C -0.001
3. C -0.559
4. O 0.023
5. N 0.005

Density functional theory data (wB97M-V/def2-TZVPD) for a 10-piece molecular cluster, C42H102N2O10 overall.

Properties
- Gap between HOMO and LUMO: 0.3048 Eh
- ΔE to the lowest compared entry with this formula, charge and spin: 105.1 kcal/mol
- Total charge: 0
- HOMO energy: -7.8945 eV

Structure (XYZ):
```
156
C42H102N2O10 (wB97M-V/def2-TZVPD)
C 5.362 2.522 0.330
C 4.969 3.976 0.452
C 4.991 4.774 -0.843
O 3.658 4.056 0.923
H 5.048 1.968 1.214
H 6.413 2.441 0.052
H 4.736 2.101 -0.457
H 5.553 4.417 1.260
H 4.560 4.315 -1.733
H 6.019 4.934 -1.167
H 4.699 5.807 -0.654
H 3.435 4.982 1.045
C 3.075 1.159 4.123
C 4.006 2.203 4.692
C 5.428 1.746 4.868
O 4.073 3.271 3.772
H 3.116 0.259 4.737
H 3.386 0.793 3.144
H 2.053 1.529 4.199
H 3.526 2.397 5.651
H 5.577 0.895 5.532
H 6.143 2.474 5.250
H 5.731 1.447 3.864
H 3.823 2.894 2.926
C -0.004 -4.863 2.849
C -1.515 -5.326 2.885
C -1.729 -6.551 3.748
O -2.381 -4.222 3.287
H 0.696 -5.580 2.420
H 0.367 -4.550 3.826
H 0.090 -4.032 2.150
H -1.697 -5.621 1.852
H -1.736 -6.489 4.836
H -0.982 -7.330 3.590
H -2.674 -7.014 3.465
H -2.239 -3.971 4.203
C 3.709 -1.847 -4.372
C 3.531 -0.957 -5.616
C 4.865 -0.646 -6.180
O 2.918 -1.722 -6.678
H 3.962 -1.123 -3.598
H 4.547 -2.509 -4.590
H 2.766 -2.341 -4.135
H 2.936 -0.087 -5.336
H 4.851 0.195 -6.873
H 5.437 -1.462 -6.621
H 5.609 -0.364 -5.434
H 3.042 -1.245 -7.502
C -2.248 7.876 3.457
C -1.712 6.894 2.348
C -2.602 5.714 2.015
O -1.409 7.658 1.187
H -2.420 7.301 4.367
H -3.203 8.323 3.185
H -1.635 8.717 3.782
H -0.765 6.608 2.805
H -2.379 5.188 1.087
H -3.649 6.017 2.007
H -2.447 4.969 2.795
H -1.214 7.108 0.425
C -1.099 -5.479 -2.868
C -1.953 -4.974 -1.690
C -1.034 -4.376 -0.606
O -2.785 -3.982 -2.176
H -1.775 -5.932 -3.593
H -0.606 -6.369 -2.478
H -0.436 -4.825 -3.434
H -2.541 -5.810 -1.312
H -1.681 -4.046 0.207
H -0.302 -3.589 -0.792
H -0.445 -5.157 -0.126
H -2.211 -3.592 -2.839
C 0.056 -1.714 -4.969
C -1.431 -1.952 -5.283
C -1.713 -3.180 -6.094
O -2.094 -2.018 -4.008
H 0.389 -2.482 -4.272
H 0.236 -0.877 -4.295
H 0.665 -1.708 -5.874
H -1.826 -1.115 -5.859
H -2.751 -3.399 -6.348
H -1.400 -4.084 -5.572
H -1.126 -3.087 -7.007
H -3.019 -2.138 -4.235
C 6.186 -6.022 0.774
C 6.205 -5.234 -0.543
C 5.803 -3.764 -0.467
O 7.419 -5.474 -1.228
H 5.234 -5.946 1.300
H 6.899 -5.531 1.438
H 6.341 -7.098 0.696
H 5.436 -5.635 -1.202
H 5.670 -3.430 -1.497
H 6.614 -3.193 -0.016
H 4.925 -3.653 0.169
H 7.230 -5.405 -2.166
C 3.439 -0.684 0.069
C 1.868 -0.530 0.041
C 1.319 -1.419 1.159
C -0.213 -1.155 1.399
C -0.492 0.264 1.533
C 0.231 1.281 0.538
N 1.590 0.903 0.338
O 2.228 1.852 -0.409
C -0.648 1.285 -0.751
C 0.138 2.686 1.239
C 1.494 -1.020 -1.380
H 3.808 -0.316 -0.889
H 3.783 -1.707 0.223
H 3.841 -0.077 0.880
H 1.596 -2.432 0.866
H 1.905 -1.267 2.066
H -0.532 -1.729 2.269
H -0.747 -1.523 0.523
H -0.394 0.591 2.569
H -1.577 0.340 1.473
H -0.913 0.267 -1.035
H -1.545 1.844 -0.483
H -0.082 1.680 -1.594
H 0.934 2.807 1.974
H 0.360 3.482 0.528
H -0.840 2.823 1.700
H 2.147 -1.802 -1.767
H 1.488 -0.259 -2.160
H 0.508 -1.480 -1.446
H 2.503 2.565 0.172
C -6.470 1.701 -1.439
C -6.384 1.258 0.055
C -4.785 1.082 0.422
C -4.213 2.455 0.909
C -5.066 2.981 2.036
C -6.495 3.281 1.620
N -7.089 2.087 1.057
O -8.378 2.216 0.613
C -7.279 3.581 2.927
C -6.623 4.564 0.760
C -7.049 -0.098 0.135
H -6.108 1.022 -2.212
H -5.992 2.613 -1.797
H -7.532 1.820 -1.653
H -4.533 0.239 1.066
H -4.251 0.756 -0.471
H -4.335 3.256 0.179
H -3.236 2.277 1.358
H -4.523 3.877 2.336
H -4.975 2.316 2.894
H -6.806 4.419 3.438
H -8.336 3.813 2.797
H -7.210 2.730 3.605
H -7.666 4.765 0.518
H -6.207 5.393 1.333
H -6.231 4.394 -0.242
H -7.867 -0.147 -0.584
H -7.453 -0.368 1.111
H -6.368 -0.923 -0.069
H -8.884 1.563 1.103
```

Here are the Löwdin charges for atoms 1 to 5, given in e:
1. C -0.033
2. C -0.497
3. C -0.043
4. O -0.072
5. H 0.064